[1]
Molecular formula: C31H44F2N2O3SSi
Method: DFT, wB97M-V/def2-TZVPD

Element x y z (Å)
H -0.16569 -4.99162 -0.08927
C 4.62480 1.96437 0.58168
O -1.07221 5.32083 -1.43237
C 4.36436 0.47102 0.71495
H 0.45066 4.68838 -3.54513
C 3.89571 -2.36192 0.73963
H 5.68118 -3.30251 -1.20245
H 0.91433 -2.82613 1.47695
H -0.72397 -5.11053 1.58010
C -6.86764 -1.47402 1.61954
C -4.71884 1.22944 0.95041
C -2.15745 -2.97559 1.79239
H 7.59896 2.74966 2.14349
F 3.89942 2.69042 1.49988
H 6.67362 1.49716 0.25113
C -4.17541 -2.36593 0.28971
H 4.23200 2.25157 -0.39547
C 3.58996 -3.84157 0.77828
H 2.03380 6.58782 -1.03635
C -1.33219 -3.31087 0.56854
C 6.53517 2.53692 2.11313
C -1.52778 5.07196 -2.67464
H -4.01648 -2.13991 2.40117
H -0.93165 4.28233 -4.54741
H -7.86909 -1.77090 1.31524
H -4.77173 0.82369 1.94985
C -4.56281 2.25976 -1.63177
C 6.11003 2.33190 0.65294
H -1.51761 -2.48272 2.52414
H -6.52229 -2.25096 2.29827
H 5.63428 -1.83354 -2.12188
H -3.58096 -2.09677 -0.58376
N 3.34606 0.46910 2.98074
C -4.14321 3.00455 -0.54673
C 4.52500 -1.73975 -0.30841
H -0.76064 -2.44480 0.23031
C -0.31247 -4.43524 0.83370
N 2.98664 -1.96478 2.98780
H 3.74862 -4.23947 1.77298
H -1.94188 -3.60898 -0.28029
H -2.54151 -3.90137 2.22040
C 4.74757 -0.33260 -0.31242
H 1.92682 -3.52374 -0.57690
H -5.80442 -1.97722 -2.21443
H 5.98294 3.34971 2.56245
H 6.31657 1.62072 2.65369
O 3.02347 -2.40879 -2.79418
O -2.71102 4.96328 -2.84223
H -0.50139 5.98136 -4.30000
C 3.90620 -3.04366 -2.36619
H 1.33141 -4.37384 2.25286
H 0.48287 7.42248 -0.84428
C -5.06642 0.97636 -1.42101
C 5.02156 -2.49985 -1.52611
C -5.13703 0.45631 -0.13205
H -6.94673 -2.93861 -1.31307
C 1.04961 -3.88874 1.32160
H -3.74381 3.99356 -0.71496
C 2.15203 -4.13397 0.29555
H -4.49405 2.63725 -2.63902
C 0.31421 5.29360 -1.08396
H 6.27406 3.23151 0.06893
F 4.00408 -4.34191 -2.61156
C 0.99573 6.61612 -1.36833
H 2.08272 -5.17356 -0.02436
H 4.24354 -4.31528 0.05440
H -7.36529 -1.26058 -1.80720
C -0.55167 5.00187 -3.82664
H -3.02816 -1.00358 1.53650
H 5.23001 0.12131 -1.16504
C -6.58241 -1.92474 -1.45403
C -3.35499 -2.04091 1.53668
C -4.22092 2.50448 0.74026
C 3.75216 -0.12263 1.85514
H -4.42811 -3.42436 0.23728
H -3.87705 3.08927 1.58094
H 0.98092 6.85707 -2.43154
H -6.96644 -0.54811 2.17732
H -5.37856 0.39998 -2.27857
H 0.81651 4.45490 -1.56829
Si -5.74163 -1.31794 0.12140
S 2.76804 -0.69499 3.91921
H 0.33139 5.09226 -0.01440
C 3.53455 -1.53485 1.84514

Forces on atoms 1 to 3 (eV/Å):
0.03 -0.21 -0.06
0.07 -0.43 -0.65
-0.14 -0.09 0.18

Summary:
- 2S+1: 1
- Gap between HOMO and LUMO: 8.09 eV
- E_LUMO: -0.67 eV

[2]
Molecular formula: C2H7NO3
Method: DFT, wB97M-V/def2-TZVPD

Element x y z (Å)
H 2.58267 0.55813 -1.62861
O 0.10836 -0.78103 0.81895
H 2.92108 -0.29253 -0.11513
C 0.18911 0.56092 0.67577
H -3.08802 -0.37190 -0.35999
O -0.60986 1.32054 1.16771
H 1.12828 1.90289 -0.42494
O -3.75882 -0.63544 0.28173
C 2.12729 0.04755 -0.77800
N 1.23727 0.96177 -0.08995
H 1.57313 -0.77701 -1.22266
H -3.80495 -1.59309 0.19738
H -0.60555 -0.90080 1.47774

Forces on atoms 1 to 3 (eV/Å):
0.06 0.16 0.22
-0.21 -0.10 0.55
-0.06 -0.23 -0.07

Summary:
- 2S+1: 1
- Gap between HOMO and LUMO: 10.53 eV
- E_LUMO: 0.54 eV
- Relative energy (zero: lowest compared OMol25 entry of this formula, charge and spin): 0.238 eV

[3]
Molecular formula: C5H6O2
Method: DFT, wB97M-V/def2-TZVPD

Element x y z (Å)
C -0.59172 2.31730 -0.16027
H -2.16978 -0.63024 0.81913
H 0.29253 -0.38542 1.32479
O 2.95519 -0.83485 0.22774
C -0.11020 -0.27662 0.30959
H -0.82910 3.34317 -0.34063
H -1.24054 -2.11006 0.43435
C -0.34214 1.15599 0.03591
O 0.85306 -0.84711 -0.58490
C -1.40392 -1.06312 0.16858
H 2.23690 0.65364 -0.94507
H -1.75207 -1.01354 -0.86569
C 2.10179 -0.30914 -0.42354

Forces on atoms 1 to 3 (eV/Å):
0.09 -0.48 0.05
0.14 -0.10 -0.09
-0.15 0.07 -0.05

Summary:
- 2S+1: 1
- Gap between HOMO and LUMO: 11.50 eV
- E_LUMO: 0.95 eV
- Relative energy (zero: lowest compared OMol25 entry of this formula, charge and spin): 2.348 eV

[4]
Molecular formula: C44H62BrN8O8
Method: DFT, wB97M-V/def2-TZVPD

Element x y z (Å)
C 0.19605 -5.68349 1.70493
C -1.01264 -7.42454 -3.18821
H -7.42332 -7.05140 -1.85503
O 9.34261 2.56041 -5.86508
N -1.10021 -6.73077 -0.15946
H -0.83990 2.60956 -2.04872
C -7.19248 -6.33163 -2.64563
H -5.77431 -4.74444 -2.99858
H 5.89537 5.66369 -4.85639
H 0.55421 7.89737 3.93388
H -3.92773 -3.69834 -3.70335
C -4.66647 -5.44088 2.33518
C -4.24338 -7.66313 1.13968
C 2.99684 12.04004 5.58611
H -3.12800 -1.52647 -3.04258
N 0.16929 1.30196 0.03443
H -7.45443 -5.11401 0.00030
H -2.00739 -5.69792 -3.82551
C -0.20075 -5.62052 0.23420
C 2.83407 6.90320 1.67649
H 2.65896 2.15617 0.36634
C -3.15620 -3.63325 -2.92670
H 2.00668 -8.75838 -3.11166
H 0.68757 -5.66285 -0.39894
H -5.05192 -6.35325 -2.87782
H -5.67764 -5.50086 1.91766
C 3.83994 7.06718 3.82419
C 6.67530 3.70621 -2.20151
C -3.22870 -2.27504 -2.24406
O 9.55791 1.46762 -4.03343
H 0.34178 4.28136 -3.45238
O 3.31472 9.08605 7.50571
O 0.76522 0.82309 0.97139
C -2.17218 -2.03496 -1.16366
H -0.51267 -1.07091 -2.15912
H -5.29932 -7.75082 1.41811
H 2.21088 -7.29011 -2.18333
H 2.68474 4.87719 -2.94349
O -0.96238 0.98982 -0.27791
H 3.81876 11.88790 4.90343
C -3.69418 -6.25066 1.46263
C 1.50402 7.58339 3.52366
C 7.38834 4.13336 -4.86017
C -5.81394 -5.69503 -2.44677
H -2.28699 -2.74924 -0.33755
N -2.34447 -6.29987 -0.64292
H -2.18816 -3.73862 -3.43111
C -0.72802 -2.03313 -1.68555
C 7.67169 2.93158 -2.77317
H -0.71549 -4.67480 0.02036
C 2.16789 4.14993 -2.33299
C 2.61587 7.46293 4.34727
C 8.00408 3.16155 -4.09463
H 4.70288 6.98747 4.46983
H 0.75613 7.38775 1.51110
C 0.89070 12.37690 7.38031
N -3.27244 -4.72731 -1.96558
H -5.52480 -6.37010 -0.46463
H 0.43508 -6.71851 1.98659
H 4.89927 6.47531 2.04465
H -0.54122 -2.83618 -2.40694
C 6.03374 4.68398 -2.95080
H -1.12952 -8.06116 -2.31390
C 2.16954 2.62669 -0.47283
H -6.99824 -3.81881 -1.12034
H -0.02551 -2.13574 -0.85437
C 1.13897 13.33061 6.40153
N 9.05345 2.33084 -4.71408
H 2.37874 13.90510 4.74547
C 0.86052 2.30533 -0.78552
C 0.48993 -7.26142 -3.54372
H -4.23563 -2.12635 -1.83025
H 8.18416 2.16528 -2.21211
Br 0.97291 -5.38129 -3.77015
N -1.81270 -6.22693 -2.99370
C 2.18744 13.16157 5.50639
H -4.62216 -3.28043 1.87799
H -2.37253 -1.05108 -0.72317
H -7.23535 -6.85291 -3.60576
H -1.48279 -7.94552 -4.03036
C 1.46065 -7.97433 -2.58411
C 2.82370 3.55847 -1.26074
O 1.96040 6.72134 -0.44644
C 6.39224 4.89932 -4.27519
C 0.85160 3.81542 -2.62086
H 0.07515 12.51138 8.07691
H -4.29884 -3.71119 -0.42047
C 1.60564 7.30078 2.17105
H -3.15840 -3.89784 2.67839
H 1.08857 -5.08768 1.89941
H -4.63684 -3.67084 3.59054
H -3.68982 -8.43566 1.68049
C 0.18372 2.88298 -1.84373
H 0.51395 14.21098 6.33765
C 2.72857 11.10691 6.57024
H -7.98652 -5.57665 -2.65989
H 2.53213 7.67905 5.40444
C -4.24901 -3.99458 2.61899
C -5.50729 -5.40679 -0.97065
O 4.50612 9.81880 5.88169
N 2.94729 6.59475 0.24409
H 6.40159 3.54521 -1.16747
H 3.84555 3.82679 -1.03996
C 1.69018 11.24906 7.47187
H 7.68487 4.28131 -5.88726
H 1.51803 10.49550 8.22503
H -2.51326 -4.67894 0.67018
N 3.58683 9.91516 6.66365
H 0.92230 -8.41006 -1.74005
C 3.95780 6.78145 2.47417
C -4.11362 -4.73433 -0.74782
H -6.24975 -3.93190 0.48010
O 4.02679 6.22005 -0.17216
H -2.80711 -6.40062 2.09747
H 0.61971 -7.68041 -4.54424
C -3.16874 -5.46001 0.25205
H -1.27739 -7.35276 0.61690
H -0.61453 -5.34169 2.35875
H 5.25547 5.28625 -2.49799
C -6.61224 -4.51889 -0.36971
C -2.40449 -5.75565 -1.89537
H -4.71873 -5.96475 3.29910
H -4.17225 -7.90068 0.07685

Forces on atoms 1 to 3 (eV/Å):
-0.11 -0.28 0.02
-0.20 -0.37 -0.05
0.05 0.01 -0.09

Summary:
- 2S+1: 1
- Net charge: +1
- Gap between HOMO and LUMO: 9.19 eV
- E_LUMO: -2.01 eV

[5]
Molecular formula: C2H3N2O2S
Method: DFT, wB97M-V/def2-TZVPD

Element x y z (Å)
C 0.01773 -0.32457 -0.11868
H -1.74433 -0.57817 0.74887
H -0.67015 -0.84577 -1.72911
O 1.88166 1.61969 -1.19322
C 0.32776 -1.65860 0.11492
N -1.05843 0.12163 0.64724
S 1.38283 1.11528 0.07228
O 0.56299 2.17387 0.79346
N 0.67819 -2.75554 0.11913
H -1.37825 1.13218 0.54510

Forces on atoms 1 to 3 (eV/Å):
-3.30 1.91 -2.40
-1.13 -0.35 0.20
1.29 1.08 2.06

Summary:
- 2S+1: 1
- Net charge: -1
- Gap between HOMO and LUMO (alpha / beta): 7.61 / 7.61 eV
- E_LUMO (alpha / beta): 3.72 / 3.72 eV
- Relative energy (zero: lowest compared OMol25 entry of this formula, charge and spin): 2.848 eV

[6]
Molecular formula: C15H16N4O2PdS5
Method: DFT, wB97M-V/def2-TZVPD

Element x y z (Å)
S 5.42074 2.16031 -1.84645
H 2.33474 -3.96429 -1.41875
H -5.56186 0.75851 -1.18645
C -0.35726 -0.31329 0.84475
N 0.93794 -0.28229 0.44095
H -1.32276 -0.24929 -3.49455
O -0.64666 0.97371 4.92315
H 2.51354 -0.25809 3.39065
C 3.77074 1.59151 -2.01925
N 1.15804 -2.36359 -1.91375
H 0.94894 -0.32649 5.21695
N 2.42094 -3.00369 -1.74655
H -3.12506 -0.09779 1.03145
H 2.92444 -0.25369 0.93875
H -6.34286 -0.24419 0.74075
H -0.66286 -1.02329 4.90115
C -5.11976 -0.16489 -0.77745
C 1.91324 -0.27359 1.33805
C 1.68354 -0.27839 2.70145
C -1.75826 -0.23609 -2.49815
C -3.12256 -0.17009 -2.32745
C 5.03984 3.84711 -1.61135
C -0.65736 -0.35179 2.21465
Pd 1.19414 -0.08979 -1.79935
C -3.63296 -0.15979 -1.01805
S 1.11624 2.24081 -2.17245
H 0.47544 -2.60009 -1.18045
S 3.48894 -0.06639 -2.28275
C 0.03034 -0.22699 4.62045
C -2.73706 -0.16279 0.02975
C 0.35824 -0.31639 3.15095
H -0.06256 1.71931 4.73605
C -1.35796 -0.26749 -0.21035
N -0.89706 -0.33479 -1.48695
H -1.68166 -0.39569 2.54825
H 2.98904 -2.47089 -1.08975
H -3.77966 -0.13719 -3.18255
C 2.78454 2.54611 -1.94125
S 3.32634 4.18521 -1.64015
H 0.77844 -2.64629 -2.82295
H -5.56076 -1.01179 -1.33125
O -5.39106 -0.27959 0.60025
S 6.16944 4.99811 -1.36995

Forces on atoms 1 to 3 (eV/Å):
-0.45 0.46 0.05
-0.15 0.26 -0.03
0.16 -0.15 0.02

Summary:
- 2S+1: 1
- Gap between HOMO and LUMO: 4.94 eV
- E_LUMO: -1.08 eV

[7]
Molecular formula: C7H6N3OS
Method: DFT, wB97M-V/def2-TZVPD

Element x y z (Å)
N -0.77541 -1.02744 0.32377
H -0.94725 -2.23941 1.91641
C 0.02430 1.97637 -0.30505
H 2.71386 0.85904 -0.26490
N -1.65301 1.52884 -2.05393
O -2.09280 -0.57134 -1.45246
N 0.90198 1.49904 0.54359
H 1.14595 2.07839 1.34649
C 2.14459 -0.84902 0.70236
C -1.21893 -0.22972 -0.49889
C -0.86861 1.31325 -0.98423
S 1.43573 -2.29721 1.51496
H 3.12606 -1.16628 0.37187
C 1.90362 0.42424 0.31413
H -3.06307 0.34962 -3.05222
C -0.27188 -1.45937 1.55624
C -2.32883 0.47447 -2.27713
H -0.17630 -0.66348 2.29898

Forces on atoms 1 to 3 (eV/Å):
-0.67 0.78 -1.59
0.13 0.10 0.17
1.54 -2.27 2.69

Summary:
- 2S+1: 1
- Net charge: +1
- Gap between HOMO and LUMO: 6.63 eV
- E_LUMO: -6.49 eV
- Relative energy (zero: lowest compared OMol25 entry of this formula, charge and spin): 2.087 eV

[8]
Molecular formula: C2H4Cl3N
Method: DFT, wB97M-V/def2-TZVPD

Element x y z (Å)
N 1.45169 -0.71071 0.73822
Cl 3.14854 0.81086 -0.14124
C -1.74177 0.43955 -0.61835
C 1.50090 0.29381 -0.04414
H 2.26707 -1.05516 1.29802
H 0.49697 -0.98806 0.76399
Cl -2.80989 1.63703 0.14088
H -1.87415 0.24904 -1.60200
Cl -1.84851 -1.22193 0.02980
H -0.59085 0.54557 -0.56518

Forces on atoms 1 to 3 (eV/Å):
0.58 -0.57 0.98
0.69 0.59 -0.20
2.91 -0.28 2.44

Summary:
- 2S+1: 1
- Gap between HOMO and LUMO: 10.10 eV
- E_LUMO: 0.76 eV
- Relative energy (zero: lowest compared OMol25 entry of this formula, charge and spin): 2.205 eV

Energy (computed, eV): -66133.0304, -9820.7230, -9374.7473, -144960.9963, -20030.8050, -83525.5056, -24696.4801, -41194.0863